No. 1
A structure of composition C3H5ClO in a non-equilibrium geometry. Source: the Open Molecules 2025 dataset; level of theory: the ωB97M-V functional and the def2-TZVPD basis.

Properties
HOMO level = -9.83 eV
energy = -17758.58655 eV
Kohn-Sham gap = 10.0 eV
lowest unoccupied orbital energy = 0.0047 Eh

Structure (ORCA input):
```
! wB97M-V def2-TZVPD RIJCOSX def2/J DEFGRID3
* xyz 0 1
Cl 0.16282 -0.50329 -2.17038
O 1.34244 1.38451 1.66829
C 0.67210 1.13983 0.51584
C 0.07015 -0.20749 0.59219
C -0.70715 -0.71076 -0.77657
H 0.86814 1.97866 -0.62814
H -0.82390 -0.19548 1.34083
H -1.62016 -0.21404 -0.98148
H -0.96551 -1.85224 -0.47622
H 1.00105 -0.81971 0.91564
*
```

No. 2
The molecule C5H8O2. Source: the Open Molecules 2025 dataset; level of theory: the ωB97M-V functional and the def2-TZVPD basis.

Properties
HOMO level = -7.81 eV
energy = -9405.18533 eV
Kohn-Sham gap = 8.4 eV
lowest unoccupied orbital energy = 0.0229 Eh

Structure (ORCA input):
```
! wB97M-V def2-TZVPD RIJCOSX def2/J DEFGRID3
* xyz 0 1
O -0.53227 -1.69210 -1.07079
O -0.58205 1.37946 0.89646
C 0.38767 -0.82669 1.02650
C 1.07072 0.81255 -0.53230
C -0.42833 0.73109 -0.45863
C 1.14286 0.50427 0.98747
C -0.71583 -0.72998 -0.04992
H -0.21733 2.27962 0.95266
H 1.44307 1.79277 -0.85513
H -1.09656 1.21817 -1.17172
H -0.01208 -1.04718 2.01837
H -1.37109 -1.84060 -1.52563
H 1.58412 0.02641 -1.10061
H -1.72715 -0.79043 0.36742
H 1.11723 -1.60217 0.76585
*
```

No. 3
The molecule C21H26N2O3. Source: the Open Molecules 2025 dataset; level of theory: the ωB97M-V functional and the def2-TZVPD basis.

Properties
HOMO level = -7.61 eV
energy = -31321.83962 eV
Kohn-Sham gap = 8.2 eV
lowest unoccupied orbital energy = 0.0221 Eh

Structure (ORCA input):
```
! wB97M-V def2-TZVPD RIJCOSX def2/J DEFGRID3
* xyz 0 1
O -3.42385 -1.47846 1.37774
O 2.48288 3.66205 0.50828
O -3.60699 -0.82138 -1.43783
N 1.05698 2.10298 -0.30519
N 2.09694 0.12030 1.14410
C 2.03891 2.53331 0.50579
C -2.93306 -0.34274 0.80412
C -1.07396 3.31425 -0.51974
C 0.50760 -1.69541 1.48918
C -4.25698 -2.36431 0.66510
C -1.76406 2.06822 -0.04169
C 2.56319 1.44704 1.45850
C 2.75616 -0.63993 0.19508
C 1.53588 -2.70216 0.99307
C 4.08420 -2.15498 -1.75504
C -2.98522 0.02688 -0.55362
C 3.18402 -2.75010 -0.88902
C 4.29879 -0.79162 -1.66305
C -2.40006 1.22466 -0.94366
C 2.51754 -2.01945 0.07952
C -3.72921 -0.43014 -2.78168
C 1.24330 -0.52240 2.12033
C -2.29873 0.51262 1.70012
C 0.28208 2.96327 -1.16140
C 3.64014 -0.04112 -0.70910
C -1.71698 1.69607 1.29191
H -2.75221 -0.33213 -3.26638
H -0.16501 -2.14576 2.21940
H -4.56389 -3.11252 1.39610
H -1.23310 2.33583 2.01469
H -4.28351 0.50868 -2.88132
H 0.12625 2.45453 -2.11712
H 4.60020 -2.74505 -2.49686
H -2.27864 0.21090 2.73545
H 4.98227 -0.30190 -2.34113
H -3.72530 -2.85247 -0.15403
H -0.89842 3.98129 0.32485
H 2.21828 1.71984 2.45992
H 2.99192 -3.81191 -0.95966
H 2.06656 -3.13473 1.84772
H -1.68438 3.83897 -1.25618
H 1.04717 -3.52252 0.46362
H -4.28858 -1.22990 -3.26530
H 3.65804 1.50449 1.47349
H -0.09514 -1.33613 0.65191
H 1.82967 -0.87804 2.98254
H 0.52070 0.21604 2.48019
H 0.72661 1.15784 -0.17216
H -5.14121 -1.85864 0.27126
H 0.86479 3.87218 -1.32464
H -2.43243 1.52053 -1.98039
H 3.80985 1.02312 -0.67779
*
```

No. 4
The ion C5H10NO with charge +1 in a non-equilibrium geometry. Source: the Open Molecules 2025 dataset; level of theory: the ωB97M-V functional and the def2-TZVPD basis.

Properties
HOMO level = -14.74 eV
energy = -8875.06097 eV
Kohn-Sham gap = 11.3 eV
lowest unoccupied orbital energy = -0.1269 Eh

Structure (ORCA input):
```
! wB97M-V def2-TZVPD RIJCOSX def2/J DEFGRID3
* xyz 1 1
O -0.70386 -1.23677 -0.55384
N 0.51549 0.55634 0.50092
C -0.06142 0.89162 -2.01442
C -0.20578 -1.71420 0.68032
C -0.87046 1.01688 0.56505
C -0.34802 0.36126 -0.66850
C 0.90458 -0.71056 1.08667
H 0.09671 -2.73192 0.78965
H -0.39278 2.00969 -2.13841
H 1.04887 -0.62236 2.17862
H -1.60261 0.54149 1.22531
H -0.63054 0.40095 -2.69951
H 2.01734 -1.06563 0.85007
H 0.92995 0.67910 -2.38688
H -0.99051 -1.67474 1.44357
H -1.05431 2.04382 0.69688
H 1.34735 1.25504 0.44450
*
```

No. 5
A cluster of 10 separate species, C40H63BrN2O30P in total in a non-equilibrium geometry. Source: the Open Molecules 2025 dataset; level of theory: the ωB97M-V functional and the def2-TZVPD basis.

Properties
HOMO level = -5.53 eV
energy = -186244.00369 eV
Kohn-Sham gap = 7.3 eV
lowest unoccupied orbital energy = 0.0648 Eh

Structure (ORCA input):
```
! wB97M-V def2-TZVPD RIJCOSX def2/J DEFGRID3
* xyz -1 1
Br -0.85697 -3.59217 2.37625
P -0.68208 -1.39045 1.84795
O -2.93973 1.30405 -10.00375
O 5.07403 -3.43119 0.24667
O -9.92163 6.68464 -1.82499
O 0.47102 0.00851 9.09994
O 4.82959 -9.27632 3.48280
O 0.55678 -1.43155 5.01537
O 6.62139 -2.28165 1.41287
O -1.97751 0.65759 -11.93341
O 6.33428 -4.44968 1.81655
O -2.30810 1.92713 -5.70481
O -1.50074 0.93386 -0.70595
O 4.12476 -7.16440 3.82982
O 2.88038 0.61828 3.34173
O -1.00350 1.36064 -7.45114
O 2.34034 -0.47983 5.92950
O 4.35687 1.50709 1.94186
O -0.26324 0.02506 11.19721
O 3.11956 -8.41723 2.29706
O -8.32274 5.49931 -2.87877
O -1.92082 -0.73400 2.71860
O 2.33972 -2.69578 5.50649
O -7.75069 7.27188 -1.66788
O -0.34600 1.91807 9.97129
O -2.25658 7.72963 -4.15964
O 0.48003 -0.15646 -0.52131
O -0.06702 1.87592 -5.50422
O -2.29368 5.95837 -2.77046
O 3.94073 2.51925 3.91231
O -4.20832 0.94498 -11.79188
O -1.11389 5.85330 -4.64905
N -1.02586 -2.46045 -0.63417
N -2.12569 -3.30708 -0.96580
C -1.93513 4.55333 -2.93894
C -1.63116 3.87168 -1.63608
C -1.91880 6.61966 -3.88452
C 2.31177 -7.23562 2.45446
C 0.42159 -2.15787 12.02600
C 2.69311 -5.18160 3.92837
C 7.54892 -4.07604 2.49709
C -1.42475 -1.29985 0.13466
C 0.97904 1.34283 -6.33329
C 1.51083 0.61008 5.44520
C 4.07484 0.17632 1.43757
C -3.05629 -2.71536 -1.96168
C 5.92310 -3.39480 1.07269
C 0.87066 0.55059 -8.76820
C -0.75982 -0.02647 -0.44341
C -4.24162 1.83846 -9.67626
C 3.74264 1.63578 3.13781
C 3.29023 -6.25837 3.06402
C 4.09795 -8.37233 3.23009
C -1.23255 1.73600 -6.17560
C 7.36209 -2.57798 2.60574
C -8.77849 6.50505 -2.09358
C 2.74624 -0.09920 2.09168
C -5.10267 1.10100 -10.67800
C 0.40441 1.52739 -7.72110
C -6.93908 5.76089 -3.16405
C 4.06995 0.13550 -0.06640
C -5.38253 7.54121 -2.20303
C -0.07830 -1.36300 10.84879
C -3.36349 -3.70023 -3.07478
C -6.51462 6.58044 -1.96642
C 7.69156 -4.81854 3.79986
C 1.55997 1.77886 6.38895
C 0.87729 -1.23810 9.68272
C -2.94459 0.94147 -11.30326
C -0.07576 0.76870 10.07977
C -0.76312 4.68409 -3.87708
C 1.79537 -1.63378 5.49496
C 0.17094 -0.08410 5.34070
C -4.57556 1.61260 -8.22580
H -0.74200 4.29919 -1.16915
H -2.64205 -0.45797 2.13981
H 3.46643 -4.65560 4.48043
H -3.99296 -2.49821 -1.44810
H 1.90781 0.75260 -9.03476
H -4.21834 2.90822 -9.90310
H 2.00139 -5.60492 4.65725
H 0.54990 2.55494 -8.06603
H 1.90566 1.88314 -6.16122
H 3.24771 0.73007 -0.46607
H 4.84512 -0.48990 1.83526
H 8.29170 -2.01556 2.61936
H 2.58983 2.08751 6.56718
H -4.44753 6.99979 -2.33338
H -3.58009 -4.68349 -2.66424
H -0.35785 -0.10455 6.29713
H 1.12574 1.51769 7.35113
H 1.88164 0.88282 4.45536
H 8.38265 -4.30925 1.82832
H -4.24367 -3.36358 -3.61837
H 6.90267 -4.53513 4.49727
H -0.48052 0.31516 4.56896
H 0.79306 -0.47449 -8.40397
H 1.41818 -1.82857 12.32189
H -4.67193 0.54749 -8.01047
H 8.65803 -4.60072 4.25367
H 0.79162 -2.03859 8.95260
H -5.51147 2.10839 -7.96807
H 7.61816 -5.89257 3.63578
H 1.90279 0.31478 1.53587
H 2.56151 -1.15338 2.27923
H -6.29486 5.92792 -1.11697
H 5.00645 0.53501 -0.45780
H -3.78424 1.99798 -7.58687
H -2.66554 -1.77594 -2.34898
H -5.99144 1.64643 -10.98319
H 1.91513 -6.92028 1.49377
H -1.46359 2.80441 -1.79149
H -0.23950 -2.02697 12.88154
H 2.15277 -4.45701 3.32123
H -2.50676 -1.19960 0.21752
H -5.38433 0.10784 -10.32143
H 3.95546 -0.89231 -0.40733
H -0.64076 3.82199 -4.52211
H -1.04533 -1.74553 10.51055
H 6.75290 -2.30079 3.46927
H 1.91685 -1.14646 10.00412
H 1.01240 2.62985 5.98531
H -2.45738 3.98392 -0.93484
H -2.77603 4.06508 -3.43850
H 3.92226 -5.81930 2.28623
H -5.55991 8.14614 -3.09305
H 1.11520 0.29034 -6.07741
H -6.88004 6.33307 -4.09259
H -2.54137 -3.76697 -3.78438
H 0.16712 4.88903 -3.34318
H 1.48916 -7.46805 3.13381
H -5.27556 8.22289 -1.36024
H -6.39486 4.82682 -3.27357
H -0.48060 -2.17932 -1.44085
H 0.25631 0.63308 -9.66455
H 0.46081 -3.21722 11.77466
H -1.70279 -4.10941 -1.41495
*
```

No. 6
A cluster of 5 separate species, C14H28Cl6O4 in total in a non-equilibrium geometry. Source: the Open Molecules 2025 dataset; level of theory: the ωB97M-V functional and the def2-TZVPD basis.

Properties
HOMO level = -10.48 eV
energy = -98296.99960 eV
Kohn-Sham gap = 11.0 eV
lowest unoccupied orbital energy = 0.0188 Eh

Structure (ORCA input):
```
! wB97M-V def2-TZVPD RIJCOSX def2/J DEFGRID3
* xyz 0 1
Cl -2.78572 0.03625 -0.32175
Cl 1.48999 0.32217 -2.58926
Cl 1.77267 0.88028 1.15948
Cl 4.33910 1.68666 -1.49680
Cl -2.17540 -2.38051 2.17782
Cl 4.49916 2.00657 2.78771
O -1.30511 3.04095 0.85742
O -1.29230 -4.10297 -1.66174
O -3.44546 -4.67409 -1.78895
O 0.44086 4.05640 1.94464
C -0.09273 3.62832 0.90141
C 2.56888 1.46042 -3.51401
C -1.16380 -5.05544 -0.63933
C -2.45641 1.95804 2.67494
C -2.24928 3.21680 1.90807
C 0.56778 3.81338 -0.45895
C -2.55922 -3.94445 -2.09151
C 0.31294 -5.06206 -0.07280
C 1.76486 1.41980 2.80359
C -1.18760 -0.50892 0.35117
C -1.08266 -1.97938 0.82105
C 2.76552 2.49651 3.12104
C -2.58967 -2.86404 -3.09846
C 3.98398 1.21279 -3.13677
H 0.94563 -5.35863 -0.89454
H 4.57745 1.84309 -3.79277
H 2.25754 2.43774 -3.27150
H 4.27894 0.17587 -3.31098
H 2.78974 2.64619 4.17381
H -3.55557 -2.42843 -3.31662
H -1.98957 -4.91190 0.08623
H -2.64604 1.24531 1.90569
H 0.42112 -5.80707 0.70745
H -0.02792 4.46208 -1.08054
H 1.89346 0.58812 3.52201
H -3.12239 3.61945 1.47953
H -2.24661 -3.22341 -4.11998
H -0.83510 0.18089 1.13353
H 2.49239 1.19916 -4.55501
H -1.38091 -6.04530 -0.95221
H -1.65027 1.73097 3.36874
H -1.92645 -2.06413 -2.90395
H -1.13949 -2.62127 -0.01253
H 2.61131 3.41524 2.54998
H -1.75686 4.04412 2.50319
H 0.67284 -4.12965 0.31393
H -0.40872 -0.46013 -0.42708
H 0.72529 2.84389 -0.99112
H 0.77586 1.80848 3.05988
H 1.53825 4.26814 -0.45058
H -0.12287 -2.13518 1.29173
H -3.29141 2.01289 3.34567
*
```